(1)
ORCA calculation (ωB97M-V/def2-TZVPD) on a molecular structure, C15H31CuFN5NbO6PS at a distorted geometry.

For the calculated total energy, the calculation gives -3851.2592 hartree. The largest force on an atom comes out at 9.7 eV/Å. As for the expectation value of S²: 0.7839. Its LUMO energy (alpha / beta) is -0.232 / -0.232 hartree.

```
! RIJCOSX wB97M-V def2-TZVPD def2/J DEFGRID3
* xyz 1 2
C 7.1487 1.9080 -0.7161
C 5.5058 1.8351 -0.4142
O 5.1921 0.4415 -0.0584
C 4.3499 0.4625 1.1541
C 3.9966 -1.0587 1.6532
C 2.7313 -1.6913 0.7737
C 1.3594 -1.2431 1.5856
C -0.0049 -1.8804 0.9393
Nb -1.2438 -0.4583 -0.3344
O -2.4666 0.9228 -1.4434
C 0.5588 0.7050 -1.0982
C 1.0766 0.2796 -2.6028
N 0.1298 0.6715 -3.7250
C -3.1451 -1.4019 0.5326
C -4.3505 -0.3423 0.8555
S -5.5276 -0.0556 -0.6182
C -5.9403 1.8019 -0.4410
N -7.2658 2.4797 -0.1710
N -6.9655 3.8511 -0.0977
C -5.5053 4.2003 -0.2987
O -4.8818 2.8626 -0.5246
C -1.2475 0.9828 1.4891
O -1.4971 2.2849 1.2328
N -1.0060 0.5441 2.9161
C -2.2418 -0.0230 3.5786
O -2.1457 -1.2860 4.0567
F -3.5372 0.6720 3.7628
P -1.1709 -2.1076 -2.3180
N 0.2845 -3.1858 -2.1999
O -2.5160 -3.2159 -2.2853
H 7.3940 1.6391 -1.8528
H 7.4574 3.0135 -0.4774
H 7.7334 1.1961 0.0320
H 5.3095 2.5361 0.5056
H 4.8693 2.0994 -1.3690
H 3.3897 1.1213 0.8957
H 4.8843 1.0226 2.0438
H 4.9081 -1.7906 1.7068
H 3.5814 -0.9634 2.7603
H 2.8991 -2.8487 0.7310
H 2.7491 -1.1569 -0.2681
H 1.3546 -0.0643 1.6356
H 1.4659 -1.6323 2.6991
H 0.2982 -2.8922 0.4223
H -0.6931 -2.1926 1.8636
H -2.9544 0.3475 -2.1301
H 1.4993 0.7035 -0.4028
H 0.2251 1.8481 -1.1866
H 2.0726 0.9109 -2.7898
H 1.4328 -0.8569 -2.6690
H -0.8724 0.5211 -3.4771
H 0.3934 0.0874 -4.5642
H -3.5928 -2.2764 -0.1026
H -2.8312 -1.8816 1.5772
H -4.0099 0.7062 1.2458
H -5.0032 -0.8244 1.7258
H -4.9515 5.2521 -0.2642
H -0.7774 1.4197 3.4768
H 0.6439 -3.4109 -3.1593
H 0.0547 -4.0433 -1.6496
H -2.3379 -3.8218 -1.4844
Cu -6.2658 -2.7238 -0.6577
*
```

=====

(2)
ORCA calculation (ωB97M-V/def2-TZVPD) on 2 unconnected molecules or ions with the total composition C15H31N2O2PS at a distorted geometry.

For the calculated total energy, the calculation gives -1589.1653 hartree. The largest force on an atom comes out at 4.4 eV/Å. Its LUMO energy is -0.075 hartree.

```
! RIJCOSX wB97M-V def2-TZVPD def2/J DEFGRID3
* xyz 0 1
N -3.9782 -1.4658 1.2276
C -3.6480 -0.5332 0.1023
C -2.7960 0.7641 0.5995
P -0.8956 0.5555 0.3568
C 1.0000 0.4879 -0.0060
C 1.6180 1.9566 -0.3018
C 2.3652 2.5984 0.9972
S 1.2296 3.5899 2.0889
C -0.6616 -0.2198 2.1285
O -0.3283 -1.6299 1.9359
C -0.8291 -2.4544 2.9688
C -1.1787 -3.9448 2.5848
C -1.6995 -4.9488 3.6699
C -1.9151 -4.5328 5.1647
C -1.5676 -3.0498 5.5379
C -1.0305 -2.0555 4.4520
H -4.8671 -1.1377 1.6475
H -4.1309 -2.4217 0.8462
H -3.1301 -1.0648 -0.7869
H -4.6520 -0.1376 -0.3301
H -3.1150 1.6128 -0.1279
H -3.1006 1.1211 1.6436
H -1.0698 -0.7722 -0.1901
H -1.0466 1.1349 -0.9919
H -0.7434 1.9077 0.8613
H 1.1785 -0.1235 -0.9757
H 1.5982 -0.0755 0.8118
H 2.4237 1.7891 -1.1226
H 0.8315 2.6814 -0.7457
H 3.1940 3.3078 0.6364
H 2.8288 1.7348 1.6092
H 1.7269 4.8766 2.2621
H 0.2755 0.2876 2.5635
H -1.5897 -0.0280 2.7630
H -1.0310 -4.2710 1.4945
H -1.9155 -6.0285 3.3517
H -2.3131 -5.2775 5.9459
H -1.7006 -2.7567 6.6447
H -0.7856 -0.9891 4.8045
C 3.9991 1.3141 -3.7385
C 2.6299 1.1685 -4.3148
O 1.6122 1.0541 -3.6950
N 2.4423 1.0416 -5.7466
C 1.7849 2.2416 -6.3424
H 3.9196 1.6071 -2.6909
H 4.5288 0.3608 -3.8107
H 4.5511 2.0880 -4.2782
H 3.3213 0.8157 -6.2154
H 1.7569 0.2825 -5.8223
H 1.6080 2.0261 -7.3962
H 2.4580 3.0929 -6.2380
H 0.8373 2.4194 -5.8330
*
```

=====

(3)
ORCA calculation (ωB97M-V/def2-TZVPD) on a molecular structure, C15H31N6O at a distorted geometry.

For the calculated total energy, the calculation gives -993.0638 hartree. The largest force on an atom comes out at 13.7 eV/Å. Its LUMO energy is -0.120 hartree.

```
! RIJCOSX wB97M-V def2-TZVPD def2/J DEFGRID3
* xyz 1 1
C -3.6350 0.6898 2.1694
H -3.2702 -0.2360 2.5339
C -2.9335 1.8501 2.3970
C -1.3734 1.6765 1.7635
H -0.7282 2.4343 1.9167
C -1.2446 1.6066 0.2477
H -1.7706 2.5325 -0.1284
H -1.8335 0.5072 -0.0114
C 0.0537 1.5875 -0.3114
C 0.0938 1.6222 -1.8819
N 1.2335 1.7221 -2.2396
N 1.0484 1.4773 -3.6342
N -0.1654 1.3442 -4.1472
N -0.8860 1.4392 -2.6972
C -2.2721 1.0250 -2.8267
C -2.4421 -0.2575 -2.7319
H -1.9358 -0.7806 -3.7073
H -3.5457 -0.4308 -2.9547
O -2.3470 -0.9298 -1.4626
C -2.5677 -2.1457 -1.2730
H -2.3022 -2.6482 -0.3573
H -2.0097 -2.7872 -1.9225
H -3.7175 -2.2936 -1.3520
H -2.6630 1.7816 -1.8396
H -2.7695 1.3078 -3.6318
H 0.3788 2.6918 -0.0706
N 1.0574 0.6943 0.0741
H 0.6120 0.5532 1.3570
C 0.9642 -0.5954 -0.3305
C 1.6979 -1.5795 0.4210
N 2.9973 -1.2982 0.4445
C 3.2505 -0.0732 0.9298
C 2.3731 1.1065 0.2357
H 2.7885 1.1231 -0.9498
H 2.5741 2.0650 0.6193
H 4.1812 0.3640 1.0777
H 2.8799 -0.0823 1.9917
C 4.1271 -1.9979 0.7838
C 4.0860 -2.6875 2.2141
H 4.3713 -1.8223 3.0090
H 3.1436 -2.9514 2.3918
H 5.0112 -3.2712 2.4725
H 5.1480 -1.8292 0.4392
H 3.9924 -3.0839 -0.0429
H 1.6357 -2.7660 0.0949
H 1.2056 -1.6540 1.3714
H 1.2323 -0.5598 -1.4912
H -0.2399 -0.8654 -0.5515
H -0.9839 0.6905 2.3255
H -2.5768 2.0196 3.5764
H -3.2866 2.6570 1.9502
H -3.8462 0.3632 1.1298
H -4.7913 0.6946 2.6097
*
```

=====

(4)
ORCA calculation (ωB97M-V/def2-TZVPD) on 3 unconnected molecules or ions with the total composition C15H32FN4O5S at a distorted geometry.

For the calculated total energy, the calculation gives -1683.4917 hartree. The largest force on an atom comes out at 7.2 eV/Å. Its LUMO energy is -0.213 hartree.

```
! RIJCOSX wB97M-V def2-TZVPD def2/J DEFGRID3
* xyz 1 1
O -0.2208 -4.7793 3.1383
S 0.9019 -5.0173 2.1680
O 1.9828 -5.8920 2.6877
F 0.1739 -5.5982 0.7786
N 1.4816 -3.4017 1.7516
C 2.1909 -2.6021 2.6710
C 2.7449 -1.1604 2.5117
C 2.4214 -0.6057 1.0704
C 2.8218 0.8526 0.6093
C 1.7108 1.6192 -0.2543
C 0.1947 1.2372 0.0920
O -0.4174 0.5215 -1.0252
C 1.6588 -1.6674 0.2320
N 1.2272 -2.9552 0.5261
H 2.3917 -3.0913 3.6918
H 3.3094 -0.5615 3.2960
H 3.7991 0.8682 0.0124
H 3.0077 1.4869 1.5528
H 1.9266 1.4408 -1.3658
H 1.8194 2.7514 -0.0705
H 0.0438 0.6775 1.0696
H -0.4015 2.2197 0.1946
H -0.0941 0.9028 -1.8750
H 1.4014 -1.3231 -0.8345
C -2.1500 1.7001 5.7292
C -2.2803 0.8096 4.4970
C -1.5109 -0.5220 4.6149
O -0.1004 -0.4040 4.4320
C 0.6045 0.0165 5.5879
N -1.8632 1.5711 3.3118
H -1.1800 2.1985 5.7868
H -2.9099 2.4853 5.7111
H -2.2921 1.1227 6.6469
H -3.3422 0.5635 4.3883
H -1.8552 -1.1807 3.8114
H -1.7373 -1.0368 5.5558
H 0.1643 -0.3742 6.5089
H 0.6526 1.1064 5.6205
H 1.6291 -0.3567 5.5105
H -2.0459 1.0094 2.4814
H -0.8453 1.6407 3.3405
C -1.6203 0.5582 -7.6876
C -1.6509 -0.0348 -6.2822
C -1.3836 1.0007 -5.1707
O -0.0124 1.3703 -5.0303
C 0.4251 2.3617 -5.9474
N -0.7028 -1.1545 -6.2165
H -0.6054 0.7580 -8.0372
H -2.0713 -0.1357 -8.4014
H -2.1864 1.4929 -7.7313
H -2.6597 -0.4315 -6.1218
H -1.6632 0.5464 -4.2144
H -2.0149 1.8897 -5.2873
H -0.3598 3.0882 -6.1746
H 0.7876 1.8925 -6.8636
H 1.2665 2.8914 -5.4956
H -0.7978 -1.6106 -5.3107
H 0.2358 -0.7548 -6.1909
*
```